No. 1
The following is a DFT calculation (ωB97M-V/def2-TZVPD) of a molecular structure, C25H16CuN3SSe at a distorted geometry.

Cartesian coordinates (Å):
Cu -0.353 -0.691 -0.097
S 3.783 -1.775 1.224
C 3.914 -1.508 -0.465
C 5.073 -1.534 -1.227
C 5.007 -1.211 -2.580
C 3.800 -0.733 -3.105
C 2.628 -0.722 -2.343
C 2.634 -1.213 -1.040
N 1.602 -1.317 -0.122
C 2.039 -1.644 1.093
C 1.067 -1.662 2.187
C 1.297 -1.967 3.534
C 0.325 -1.765 4.502
C -0.891 -1.187 4.157
C -1.171 -0.865 2.834
C -0.192 -1.097 1.885
H 6.011 -1.788 -0.710
H 5.950 -1.213 -3.159
H 3.738 -0.365 -4.106
H 1.678 -0.297 -2.703
H 2.298 -2.313 3.777
H 0.529 -2.038 5.545
H -1.684 -0.979 4.869
H -2.121 -0.412 2.505
N 1.397 6.321 -1.115
C 0.958 5.239 -0.927
C 0.533 3.919 -0.721
C 0.730 3.316 0.550
C 0.362 2.019 0.750
C -0.204 1.290 -0.300
C -0.417 1.875 -1.544
C -0.163 3.249 -1.718
H 1.184 3.872 1.361
H 0.541 1.554 1.698
H -0.890 1.239 -2.329
H -0.312 3.629 -2.732
Se -1.823 -1.239 -1.920
C -3.539 -0.867 -1.184
C -4.595 -1.595 -1.677
C -5.881 -1.307 -1.191
N -6.166 -0.359 -0.358
C -5.135 0.363 0.101
C -3.819 0.169 -0.237
H -4.483 -2.439 -2.359
H -6.720 -1.916 -1.588
H -5.426 1.110 0.809
H -3.093 0.855 0.175

- ⟨S²⟩ = 0.7579
- spin multiplicity = 2
- charge = -1
- F_max (eV Å⁻¹) = 4.716
- relative energy (zero: lowest compared OMol25 entry of this formula, charge and spin) (eV) = 0.000

---

No. 2
The following is a DFT calculation (ωB97M-V/def2-TZVPD) of a molecular structure, C16H36AlBBeClF5LiNNa2O9P at a distorted geometry.

Cartesian coordinates (Å):
C 5.853 5.297 -1.882
C 5.057 4.232 -2.648
P 4.111 3.165 -1.444
C 5.198 1.694 -1.179
Al 2.043 2.518 -2.455
F 2.306 2.887 -4.108
F 1.764 0.808 -2.347
C 0.496 3.556 -1.735
C 0.894 5.030 -1.601
C -0.259 5.937 -1.134
C -1.173 5.211 -0.193
O -0.883 4.761 0.902
O -2.446 5.064 -0.611
H 5.180 6.025 -1.444
H 6.448 4.791 -1.132
H 6.523 5.811 -2.567
H 4.353 4.765 -3.326
H 5.759 3.618 -3.205
H 6.228 1.895 -1.459
H 4.877 0.822 -1.738
H 5.212 1.496 -0.115
H -0.383 3.432 -2.366
H 0.328 3.157 -0.743
H 1.240 5.393 -2.564
H 1.738 5.086 -0.917
H -0.823 6.247 -2.011
H 0.141 6.850 -0.706
H -2.587 5.590 -1.402
Be 3.513 6.188 -4.002
B -3.879 1.958 0.858
O -2.456 1.838 0.337
C -1.690 1.513 1.319
O -0.483 1.328 1.256
C -2.525 1.377 2.603
O -2.073 1.071 3.673
O -3.778 1.621 2.309
F -4.677 1.043 0.153
F -4.353 3.214 0.662
Cl -6.382 1.845 2.744
O -5.587 0.024 -2.222
H -6.500 -0.161 -1.970
H -5.198 0.396 -1.390
Na 0.859 -0.363 0.679
Li -4.845 1.503 -3.257
C -6.566 -1.326 4.770
C -7.529 -1.781 5.963
O -7.594 -3.069 5.864
H -6.975 -1.607 3.805
H -6.468 -0.232 4.800
H -5.574 -1.760 4.872
H -8.457 -1.192 5.809
H -7.073 -1.347 6.876
C 2.698 -5.819 0.967
N 1.691 -6.708 0.300
C 0.912 -7.406 1.371
C 2.404 -7.726 -0.525
C 0.705 -5.921 -0.535
C 1.270 -5.172 -1.719
O 2.214 -4.197 -1.293
H 3.192 -6.401 1.743
H 3.432 -5.498 0.241
H 2.182 -4.973 1.406
H 1.601 -7.990 1.974
H 0.180 -8.058 0.902
H 0.416 -6.657 1.982
H 3.023 -7.220 -1.259
H 1.667 -8.355 -1.018
H 3.030 -8.322 0.132
H 0.224 -5.227 0.153
H -0.032 -6.639 -0.889
H 0.440 -4.673 -2.227
H 1.735 -5.856 -2.434
H 2.547 -3.743 -2.075
F 2.052 2.027 0.459
Na 1.515 3.318 1.962

- spin multiplicity = 1
- charge = +1
- F_max (eV Å⁻¹) = 1.925
- DFT total energy (hartree) = -3278.099205

---

No. 3
The following is a DFT calculation (ωB97M-V/def2-TZVPD) of 7 unconnected molecules or ions with the total composition C6H23O8 at a distorted geometry.

Cartesian coordinates (Å):
O -1.854 -0.562 -1.726
C -0.753 -0.853 -1.289
O -0.617 -1.519 -0.201
C 0.564 -0.450 -2.012
C 1.018 0.868 -1.281
C 0.859 2.199 -1.968
C 0.946 3.274 -0.940
C -0.527 2.267 -2.688
H 1.312 -1.226 -2.078
H 0.312 -0.163 -3.092
H 0.569 0.701 -0.309
H 2.039 0.767 -0.985
H 1.630 2.368 -2.748
H 0.316 2.864 -0.149
H 0.464 4.309 -1.208
H 1.885 3.574 -0.482
H -0.983 1.322 -2.984
H -1.307 2.569 -2.159
H -0.739 2.880 -3.592
H 0.637 -2.709 2.465
H 0.097 -1.425 2.638
O 0.546 -2.159 3.137
H 0.451 -2.698 0.208
H 0.637 -4.308 0.164
O 1.118 -3.452 0.440
H 2.420 -0.575 4.352
H 2.392 -1.240 2.901
O 3.003 -0.668 3.517
H -0.463 -0.714 1.361
H 0.442 0.413 1.357
O -0.377 0.174 1.761
H -2.486 0.069 2.994
H -1.884 1.360 3.749
O -2.163 0.477 3.723
H -3.035 -1.939 -1.459
H -2.970 -3.209 -0.456
O -3.497 -2.583 -0.962

- spin multiplicity = 1
- charge = -1
- F_max (eV Å⁻¹) = 6.912
- relative energy (zero: lowest compared OMol25 entry of this formula, charge and spin) (eV) = 3.372